Record 1
12 unconnected molecules or ions with the total composition C82H192N12O19 in a non-equilibrium geometry, computed with ωB97M-V with the def2-TZVPD basis set.

```
305
C82H192N12O19 ωB97M-V with the def2-TZVPD basis set
C 7.706 -2.107 32.653
C 7.786 -0.604 32.311
C 6.570 -0.184 31.527
C 6.541 1.317 31.303
C 6.429 2.026 32.606
C 7.566 1.623 33.570
N 7.694 0.145 33.544
O 8.849 -0.116 34.418
C 8.875 2.388 33.198
C 7.166 2.021 35.029
C 9.049 -0.365 31.472
H 8.655 -2.487 33.132
H 7.617 -2.671 31.679
H 6.871 -2.378 33.286
H 6.517 -0.709 30.559
H 5.675 -0.342 32.104
H 5.723 1.502 30.651
H 7.445 1.627 30.792
H 5.505 1.847 33.129
H 6.576 3.142 32.512
H 9.754 1.887 33.529
H 8.855 2.526 32.100
H 8.954 3.438 33.578
H 8.010 1.802 35.714
H 6.999 3.136 35.151
H 6.249 1.539 35.395
H 9.183 -1.092 30.677
H 9.909 -0.516 32.100
H 9.168 0.669 31.042
H 8.594 -0.890 34.917
C 13.259 -1.095 22.469
C 12.026 -0.343 21.948
C 10.803 -1.103 22.418
C 9.494 -0.414 22.126
C 9.556 0.889 22.945
C 10.793 1.746 22.540
N 12.015 0.950 22.640
O 13.129 1.732 22.185
C 10.407 2.327 21.195
C 10.909 2.896 23.523
C 12.119 -0.245 20.364
H 13.110 -2.155 22.335
H 13.330 -0.875 23.520
H 14.145 -0.780 21.966
H 10.932 -2.138 22.075
H 10.891 -1.193 23.537
H 8.698 -1.051 22.523
H 9.410 -0.238 21.045
H 9.587 0.604 24.029
H 8.752 1.629 22.933
H 11.317 2.801 20.784
H 9.988 1.734 20.427
H 9.713 3.179 21.312
H 9.896 3.247 23.771
H 11.463 2.671 24.406
H 11.564 3.664 23.137
H 11.307 0.287 19.918
H 12.282 -1.204 19.892
H 12.968 0.353 20.126
H 13.723 1.716 22.961
C 3.552 3.106 26.876
C 5.018 3.411 26.677
C 5.610 2.525 25.628
C 7.029 2.811 25.335
C 7.084 4.206 24.765
C 6.433 5.273 25.666
N 5.116 4.824 26.112
O 4.656 5.786 27.084
C 7.475 5.656 26.708
C 6.050 6.460 24.773
C 5.798 3.303 27.989
H 2.983 3.393 25.998
H 3.050 3.770 27.606
H 3.458 2.106 27.222
H 5.426 1.423 25.817
H 5.013 2.729 24.703
H 7.468 2.159 24.558
H 7.698 2.737 26.200
H 6.530 4.215 23.824
H 8.134 4.365 24.461
H 8.085 4.851 27.123
H 8.174 6.360 26.313
H 7.036 6.235 27.526
H 5.224 6.263 24.108
H 5.741 7.337 25.332
H 6.885 6.762 24.189
H 6.847 3.558 27.813
H 5.797 2.321 28.455
H 5.561 3.970 28.814
H 4.015 6.312 26.609
C 14.481 1.978 28.491
C 13.095 2.195 28.999
C 13.237 2.562 30.484
C 11.928 2.959 31.133
C 11.236 4.041 30.356
C 11.221 3.891 28.815
N 12.481 3.370 28.381
O 12.458 3.227 26.973
C 9.998 3.075 28.416
C 11.064 5.327 28.229
C 12.326 0.865 28.812
H 14.562 1.546 27.469
H 14.866 1.240 29.189
H 15.108 2.861 28.474
H 13.743 1.732 31.028
H 13.830 3.479 30.521
H 12.153 3.229 32.190
H 11.294 2.068 31.162
H 11.712 4.997 30.469
H 10.277 4.138 30.835
H 9.822 2.142 28.975
H 9.096 3.676 28.514
H 9.943 2.868 27.334
H 10.661 5.374 27.214
H 10.324 5.900 28.867
H 12.051 5.902 28.321
H 11.970 0.752 27.742
H 11.433 0.776 29.452
H 12.961 0.019 29.018
H 13.155 3.803 26.730
C 14.933 5.973 29.483
O 15.995 5.929 30.540
C 16.815 4.815 30.296
C 17.932 5.128 29.320
N 18.861 4.079 28.936
C 18.167 2.865 28.449
C 19.163 1.825 27.955
O 19.830 1.174 29.080
C 20.770 0.212 28.656
H 15.392 5.725 28.523
H 14.559 6.975 29.462
H 14.106 5.312 29.724
H 16.244 4.024 29.835
H 17.242 4.360 31.170
H 18.403 6.042 29.666
H 17.456 5.521 28.406
H 19.483 3.878 29.684
H 17.439 3.246 27.728
H 17.515 2.451 29.299
H 19.932 2.446 27.381
H 18.624 1.092 27.337
H 21.269 -0.210 29.528
H 21.512 0.573 27.953
H 20.291 -0.517 28.028
C 17.575 -2.961 26.822
O 16.276 -2.419 27.082
C 16.278 -1.521 28.202
C 16.086 -2.235 29.519
N 15.943 -1.080 30.530
C 17.274 -0.493 30.750
C 17.236 0.481 31.892
O 17.116 -0.354 33.070
C 16.543 0.340 34.122
H 17.426 -3.384 25.855
H 17.981 -3.665 27.546
H 18.285 -2.099 26.664
H 15.384 -0.922 28.053
H 17.157 -0.825 28.199
H 16.831 -2.974 29.886
H 15.160 -2.786 29.376
H 15.542 -1.381 31.398
H 17.716 -0.104 29.818
H 18.058 -1.246 31.063
H 16.301 1.081 31.925
H 18.162 1.035 31.803
H 15.495 0.691 34.009
H 17.100 1.232 34.295
H 16.749 -0.248 35.021
C 13.371 6.272 24.891
O 13.861 4.932 25.092
C 15.121 4.638 24.490
C 15.605 3.288 25.038
N 14.721 2.170 24.608
C 15.224 0.849 25.081
C 16.218 0.224 24.142
O 17.565 0.420 24.475
C 18.386 -0.040 23.369
H 12.283 6.245 25.063
H 13.621 6.588 23.888
H 13.769 6.958 25.666
H 15.767 5.442 24.839
H 14.979 4.703 23.403
H 15.589 3.367 26.151
H 16.640 3.067 24.783
H 13.794 2.320 25.043
H 14.335 0.237 25.182
H 15.669 0.913 26.126
H 16.015 0.647 23.172
H 15.910 -0.835 23.987
H 18.126 0.564 22.427
H 18.134 -1.074 23.191
H 19.451 0.106 23.670
C 12.423 -1.157 33.018
O 12.470 0.264 33.324
C 12.791 0.561 34.649
C 12.975 2.094 34.748
N 13.121 2.472 36.095
C 11.853 2.584 36.837
C 12.256 2.999 38.205
O 11.193 2.821 39.136
C 11.601 3.100 40.456
H 12.182 -1.232 31.952
H 11.631 -1.607 33.648
H 13.417 -1.577 33.232
H 13.797 0.166 34.927
H 12.030 0.179 35.361
H 12.143 2.672 34.336
H 13.843 2.386 34.126
H 13.623 3.348 36.162
H 11.339 1.603 36.957
H 11.157 3.283 36.418
H 12.618 4.022 38.280
H 13.019 2.288 38.506
H 10.695 2.914 41.033
H 11.895 4.117 40.590
H 12.415 2.501 40.863
C 12.328 7.250 33.471
O 13.683 6.847 33.786
C 13.969 5.516 33.424
C 15.171 5.128 34.255
N 14.957 5.442 35.709
C 16.164 5.295 36.513
C 16.301 3.879 36.863
O 17.594 3.759 37.424
C 17.908 2.503 38.077
H 12.443 8.311 33.514
H 11.590 6.950 34.212
H 12.013 6.939 32.462
H 14.224 5.447 32.388
H 13.117 4.842 33.703
H 15.986 5.689 33.868
H 15.432 4.038 34.114
H 14.622 6.387 35.684
H 16.175 5.839 37.490
H 17.057 5.519 35.894
H 16.323 3.251 35.974
H 15.471 3.436 37.430
H 17.359 2.362 38.994
H 18.987 2.569 38.346
H 17.902 1.757 37.342
C 6.755 -4.412 28.097
O 8.082 -4.893 28.054
C 8.988 -4.044 28.759
C 9.377 -2.748 27.964
N 8.457 -1.669 28.265
C 8.568 -0.492 27.442
C 7.996 -0.682 25.966
O 6.675 -1.175 26.100
C 6.052 -1.458 24.870
H 6.174 -5.225 27.647
H 6.655 -3.530 27.483
H 6.377 -4.159 29.084
H 9.854 -4.661 29.035
H 8.538 -3.650 29.736
H 9.339 -3.002 26.878
H 10.386 -2.424 28.204
H 7.500 -1.996 28.210
H 9.640 -0.219 27.289
H 8.058 0.416 27.831
H 8.573 -1.233 25.205
H 7.901 0.277 25.481
H 5.006 -1.682 25.015
H 6.385 -2.400 24.385
H 6.323 -0.751 24.111
C 10.279 11.412 26.031
O 10.502 10.053 26.178
C 11.852 9.691 26.597
C 11.690 8.550 27.701
N 11.166 8.901 29.006
C 11.873 9.941 29.783
C 10.968 10.519 30.796
O 9.860 11.201 30.198
C 10.134 12.460 29.624
H 10.968 12.012 26.617
H 9.254 11.633 26.346
H 10.487 11.659 24.973
H 12.406 10.595 26.857
H 12.341 9.224 25.760
H 12.700 8.091 27.698
H 11.074 7.828 27.192
H 10.185 9.111 28.877
H 12.314 10.717 29.114
H 12.748 9.504 30.259
H 11.539 11.287 31.371
H 10.448 9.850 31.500
H 10.459 13.110 30.404
H 9.259 12.849 29.142
H 10.937 12.444 28.826
C 7.549 5.884 30.265
C 8.152 6.560 31.492
C 7.920 8.128 31.586
O 8.640 8.622 32.729
C 8.056 9.713 33.356
N 7.617 6.002 32.710
H 7.769 4.847 30.380
H 8.146 6.291 29.415
H 6.479 6.139 30.108
H 9.264 6.360 31.445
H 6.862 8.180 31.860
H 8.136 8.746 30.701
H 8.785 10.068 34.105
H 7.143 9.491 33.868
H 7.810 10.522 32.657
H 8.142 6.314 33.500
H 6.722 6.450 32.983
```

Output
SMILES: CC1(C)CCCC(C)(C)N1O.CC1(C)CCCC(C)(C)N1O.CC1(C)CCCC(C)(C)N1O.CC1(C)CCCC(C)(C)N1O.COC[C@H](C)N.COCCNCCOC.COCCNCCOC.COCCNCCOC.COCCNCCOC.COCCNCCOC.COCCNCCOC.COCCNCCOC
Total charge: 0
Frontier orbital gap, eV: 8.790
2S+1: 1
E_tot, eV: -144914.52129
Lowest unoccupied orbital energy, eV: 0.54
Molecular weight, g mol⁻¹: 1650.50
Max |F|, eV Å⁻¹: 3.00
Highest occupied orbital energy, eV: -8.25

***

Record 2
A molecular structure, H14NaO7, computed with ωB97M-V with the def2-TZVPD basis set.

```
22
H14NaO7 ωB97M-V with the def2-TZVPD basis set
Na -0.050 -0.241 -0.337
O -2.515 -0.264 1.247
H -1.800 -0.455 1.877
H -2.727 0.667 1.371
O 1.534 0.755 -2.216
H 1.208 1.645 -2.402
H 2.480 0.868 -2.068
O 2.018 -2.048 -0.663
H 2.320 -2.939 -0.448
H 2.749 -1.484 -0.387
O -1.312 -1.463 -1.854
H -2.029 -1.033 -2.332
H -1.246 -2.347 -2.231
O -0.015 -1.123 2.484
H 0.645 -0.518 2.836
H 0.303 -2.009 2.699
O 0.449 1.901 1.532
H 1.341 1.770 1.186
H 0.570 2.015 2.483
O -1.103 1.772 -0.894
H -1.311 2.399 -0.189
H -1.509 2.131 -1.692
```

Output
Total charge: +1
Frontier orbital gap, eV: 10.807
2S+1: 1
E_tot, eV: -18972.96887
Lowest unoccupied orbital energy, eV: -3.44
Molecular weight, g mol⁻¹: 149.10
Max |F|, eV Å⁻¹: 0.54
Highest occupied orbital energy, eV: -14.25

***

Record 3
A single CH3IN4 molecule in a non-equilibrium geometry, computed with ωB97M-V with the def2-TZVPD basis set.

```
9
CH3IN4 ωB97M-V with the def2-TZVPD basis set
C 0.617 1.062 0.334
N -0.608 1.762 -0.208
N -1.416 0.959 -0.590
N 0.654 -0.231 -0.004
N -1.197 -0.245 -0.728
I 0.550 1.604 2.534
H 1.438 1.653 -0.058
H 0.555 -0.930 0.720
H -1.865 -0.987 -0.601
```

Output
Total charge: 0
Frontier orbital gap, eV: 8.864
2S+1: 1
E_tot, eV: -15142.37815
Lowest unoccupied orbital energy, eV: -0.56
Molecular weight, g mol⁻¹: 197.97
Max |F|, eV Å⁻¹: 3.37
Highest occupied orbital energy, eV: -9.42

***

Record 4
2 unconnected molecules or ions with the total composition C4H7NO in a non-equilibrium geometry, computed with ωB97M-V with the def2-TZVPD basis set.

```
13
C4H7NO ωB97M-V with the def2-TZVPD basis set
C -3.122 -0.814 0.039
C -2.069 -0.282 0.154
C 0.761 0.799 -1.067
C 0.340 0.342 1.176
N 0.176 1.249 0.232
O -1.058 1.629 0.144
H -4.082 -1.210 -0.279
H 1.862 1.052 -1.133
H 0.536 -0.301 -1.084
H 0.252 1.263 -1.894
H 1.352 -0.087 1.186
H 0.089 0.760 2.072
H -0.480 -0.442 0.977
```

Output
Total charge: 0
Frontier orbital gap (spin up / spin down), eV: 8.553 / 8.557
2S+1: 1
E_tot, eV: -7791.29945
Lowest unoccupied orbital energy (spin up / spin down), eV: -0.93 / -0.93
Molecular weight, g mol⁻¹: 85.11
Max |F|, eV Å⁻¹: 5.29
Highest occupied orbital energy (spin up / spin down), eV: -9.48 / -9.49

***

Record 5
2 unconnected molecules or ions with the total composition C15H30N4O6 in a non-equilibrium geometry, computed with ωB97M-V with the def2-TZVPD basis set.

```
55
C15H30N4O6 ωB97M-V with the def2-TZVPD basis set
O 2.024 -1.314 2.870
O 0.341 1.718 2.655
O 3.493 2.417 -1.856
O -3.972 0.933 -5.162
O 0.954 -1.986 4.741
O -2.584 2.700 -4.909
C 1.036 -1.768 3.422
C 0.643 1.901 1.488
C 3.090 2.173 -0.726
C -3.328 1.676 -4.443
N 3.623 2.750 0.360
N 1.461 1.057 0.858
N 0.965 -4.337 1.267
N -0.076 -2.115 2.701
C 0.090 3.108 0.755
C 4.720 3.715 0.326
C 1.942 1.172 -0.529
C -1.434 -4.344 1.073
C -3.340 1.425 -2.941
C -2.307 0.359 -2.562
C -2.345 0.080 -1.058
C -1.320 -0.998 -0.699
C -1.309 -1.241 0.814
C -0.162 -3.580 0.705
C -0.127 -2.126 1.241
H 1.797 -1.657 5.082
H -2.705 2.683 -5.870
H 3.252 2.479 1.259
H 1.781 0.273 1.420
H 1.048 -5.258 0.837
H 1.839 -3.815 1.192
H -0.702 -2.740 3.195
H -0.580 3.646 1.423
H 0.905 3.766 0.462
H -0.463 2.785 -0.124
H 5.650 3.203 0.073
H 4.523 4.476 -0.432
H 4.827 4.199 1.298
H 1.122 1.460 -1.187
H 2.302 0.195 -0.851
H -1.581 -4.356 2.157
H -1.366 -5.379 0.725
H -2.312 -3.892 0.604
H -3.121 2.362 -2.421
H -4.342 1.101 -2.644
H -2.519 -0.565 -3.113
H -1.307 0.702 -2.851
H -2.125 1.000 -0.507
H -3.346 -0.257 -0.768
H -1.565 -1.926 -1.226
H -0.327 -0.674 -1.027
H -2.258 -1.684 1.130
H -1.220 -0.278 1.328
H -0.070 -3.554 -0.386
H 0.780 -1.671 0.830
```

Output
SMILES: C[C@H](N)[C@@H](CCCCCC(=O)O)NC(=O)O.CNC(=O)CNC(C)=O
Total charge: 0
Frontier orbital gap, eV: 10.036
2S+1: 1
E_tot, eV: -34290.08328
Lowest unoccupied orbital energy, eV: 0.58
Molecular weight, g mol⁻¹: 362.43
Max |F|, eV Å⁻¹: 2.09
Highest occupied orbital energy, eV: -9.46

***

Record 6
A single C3H6N2O2 molecule, computed with ωB97M-V with the def2-TZVPD basis set.

```
13
C3H6N2O2 ωB97M-V with the def2-TZVPD basis set
N 1.688 0.779 0.365
C 0.972 -0.346 0.662
O 1.464 -1.451 0.765
C -0.529 -0.092 0.895
O -1.351 -0.945 0.118
C -1.474 -0.624 -1.198
N -0.831 0.219 -1.886
H 2.690 0.689 0.267
H 1.276 1.700 0.372
H -0.797 0.969 0.742
H -0.754 -0.365 1.927
H -2.279 -1.205 -1.652
H -0.075 0.671 -1.377
```

Output
SMILES: [H]/N=C\OCC(N)=O
Total charge: 0
Frontier orbital gap, eV: 10.847
2S+1: 1
E_tot, eV: -10283.20437
Lowest unoccupied orbital energy, eV: 0.64
Molecular weight, g mol⁻¹: 102.09
Max |F|, eV Å⁻¹: 0.62
Highest occupied orbital energy, eV: -10.20

***

Record 7
A single C6H7N molecule in a non-equilibrium geometry, computed with ωB97M-V with the def2-TZVPD basis set.

```
14
C6H7N ωB97M-V with the def2-TZVPD basis set
C 0.959 -0.968 1.341
C 0.501 0.254 0.566
C 0.559 0.105 -0.980
C -0.878 0.524 -1.169
N -1.707 0.773 -2.061
C -0.957 0.522 0.560
C -2.204 0.729 0.516
H 0.379 -1.848 1.047
H 2.017 -1.161 1.138
H 0.831 -0.819 2.416
H 1.043 1.146 0.890
H 1.313 0.717 -1.482
H 0.693 -0.940 -1.279
H -2.548 0.966 -1.503
```

Output
Total charge: 0
Frontier orbital gap, eV: 10.270
2S+1: 1
E_tot, eV: -7820.34419
Lowest unoccupied orbital energy, eV: 0.42
Molecular weight, g mol⁻¹: 93.13
Max |F|, eV Å⁻¹: 1.17
Highest occupied orbital energy, eV: -9.85

***

Record 8
A single C20H26N2O2S molecule in a non-equilibrium geometry, computed with ωB97M-V with the def2-TZVPD basis set.

```
51
C20H26N2O2S ωB97M-V with the def2-TZVPD basis set
C -4.561 -2.933 -0.082
C -3.843 -1.679 0.317
C -2.530 -1.738 0.774
C -1.852 -0.592 1.139
C -2.478 0.649 1.062
C -3.784 0.714 0.602
C -4.459 -0.438 0.235
H -5.479 -0.370 -0.117
H -4.284 1.671 0.537
C -1.703 1.886 1.433
N -0.721 2.163 0.391
S 0.885 2.028 0.858
O 1.010 0.872 1.681
O 1.373 3.271 1.372
N 1.592 1.779 -0.626
C 1.351 2.937 -1.463
C -0.137 3.174 -1.739
C -0.908 3.342 -0.430
H -1.975 3.456 -0.637
H -0.547 4.234 0.101
H -0.255 4.073 -2.347
H -0.549 2.327 -2.290
H 1.905 2.812 -2.398
H 1.764 3.786 -0.916
C 1.229 0.489 -1.185
C 2.018 -0.632 -0.561
C 3.169 -0.364 0.159
C 3.903 -1.378 0.760
C 3.467 -2.686 0.611
C 2.330 -2.964 -0.126
C 1.591 -1.953 -0.722
C 0.370 -2.285 -1.527
H 0.470 -1.918 -2.549
H 0.219 -3.361 -1.563
H -0.519 -1.827 -1.093
H 2.008 -3.991 -0.238
H 4.016 -3.494 1.073
C 5.129 -1.045 1.554
H 5.859 -0.531 0.930
H 5.588 -1.943 1.960
H 4.869 -0.381 2.377
H 3.485 0.662 0.268
H 1.428 0.519 -2.262
H 0.156 0.308 -1.035
H -1.155 1.712 2.363
H -2.366 2.745 1.570
H -0.831 -0.639 1.488
H -2.039 -2.698 0.849
H -4.116 -3.351 -0.985
H -4.483 -3.682 0.704
H -5.613 -2.736 -0.276
```

Output
SMILES: Cc1ccc(CN2CCCN(Cc3cc(C)ccc3C)S2(=O)=O)cc1
Total charge: 0
Frontier orbital gap, eV: 9.206
2S+1: 1
E_tot, eV: -39072.57093
Lowest unoccupied orbital energy, eV: 0.73
Molecular weight, g mol⁻¹: 358.51
Max |F|, eV Å⁻¹: 1.08
Highest occupied orbital energy, eV: -8.48

***

Q: Look up the 2S+1 of the fifth one.
A: 1

***

What did the seventh record say?
A single C6H7N molecule in a non-equilibrium geometry, computed with ωB97M-V with the def2-TZVPD basis set.

```
14
C6H7N ωB97M-V with the def2-TZVPD basis set
C 0.959 -0.968 1.341
C 0.501 0.254 0.566
C 0.559 0.105 -0.980
C -0.878 0.524 -1.169
N -1.707 0.773 -2.061
C -0.957 0.522 0.560
C -2.204 0.729 0.516
H 0.379 -1.848 1.047
H 2.017 -1.161 1.138
H 0.831 -0.819 2.416
H 1.043 1.146 0.890
H 1.313 0.717 -1.482
H 0.693 -0.940 -1.279
H -2.548 0.966 -1.503
```

Output
Total charge: 0
Frontier orbital gap, eV: 10.270
2S+1: 1
E_tot, eV: -7820.34419
Lowest unoccupied orbital energy, eV: 0.42
Molecular weight, g mol⁻¹: 93.13
Max |F|, eV Å⁻¹: 1.17
Highest occupied orbital energy, eV: -9.85

***

Q: Among the records above, which one has the highest molecular weight?
A: C82H192N12O19

***

Q: molecular weight of number 1 (C82H192N12O19)?
A: 1650.50 g mol⁻¹